110
Properties=species:S:1:pos:R:3:forces:R:3:mulliken_charge:R:1 method="wB97M-V/def2-TZVPD" spin_multiplicity=1 mol_weight_g_mol=1226.28 charge=+1 orbital_gap_ev="6.53 / 5.90" total_energy_ev=-157362.3510 relative_energy_kcal_mol=49.5
Tl -0.011 1.866 -0.947 0.05 -0.06 0.26 0.933
C 3.999 -2.745 3.259 -0.11 -0.11 -0.05 -1.024
N 3.986 -1.934 2.048 -0.17 -0.10 0.15 0.989
C 2.949 -1.397 1.387 -0.02 -0.14 0.01 -0.480
N 3.368 -0.735 0.328 0.05 -0.07 -0.06 -0.326
C 4.719 -0.897 0.401 0.01 0.09 -0.01 -0.373
N 5.137 -1.604 1.428 -0.10 -0.07 -0.17 -1.037
C 3.161 -4.017 3.201 0.04 0.08 -0.20 0.677
C 2.828 -4.657 4.390 -0.02 0.10 0.01 -0.835
C 2.107 -5.841 4.380 -0.01 -0.03 0.08 -0.600
C 1.691 -6.405 3.186 -0.01 -0.07 -0.04 -0.878
C 2.020 -5.777 1.993 0.07 0.18 -0.06 0.092
C 2.763 -4.595 2.002 0.04 -0.03 0.14 -0.039
C 1.589 -6.330 0.709 0.04 -0.12 -0.03 0.508
N 1.071 -7.476 0.432 -0.11 0.04 0.13 -0.487
N 0.846 -7.490 -0.938 0.14 0.02 0.01 -0.476
C 1.268 -6.359 -1.385 -0.09 -0.07 0.03 0.519
O 1.745 -5.563 -0.398 0.08 0.11 -0.04 -0.234
C 1.289 -5.854 -2.755 -0.06 -0.05 0.02 0.064
C 0.911 -6.680 -3.811 0.03 0.01 -0.03 -0.882
C 0.948 -6.188 -5.105 -0.01 -0.01 0.05 -0.717
C 1.342 -4.876 -5.344 -0.06 -0.01 0.02 -0.726
C 1.705 -4.050 -4.290 -0.01 -0.06 -0.12 1.063
C 2.101 -2.618 -4.535 -0.02 -0.04 -0.05 -1.524
N 1.165 -1.687 -3.922 0.03 -0.06 -0.31 1.244
C 1.193 -1.097 -2.727 0.13 -0.07 0.18 -0.735
N 0.084 -0.405 -2.549 -0.20 0.17 -0.05 0.211
C -0.599 -0.610 -3.710 0.04 0.00 0.01 -0.779
N 0.017 -1.388 -4.568 0.06 0.11 0.27 -0.941
C 1.683 -4.546 -2.997 0.06 0.04 0.10 -0.271
H 3.675 -2.124 4.095 -0.04 -0.04 0.06 0.398
H 5.044 -2.998 3.428 0.05 0.03 -0.03 0.310
H 1.922 -1.529 1.690 0.03 0.00 0.04 0.716
H 5.405 -0.475 -0.315 0.00 0.00 0.03 0.444
H 3.136 -4.225 5.336 -0.01 -0.01 0.00 0.452
H 1.860 -6.325 5.316 0.00 0.00 -0.01 0.410
H 1.119 -7.324 3.164 0.00 0.02 0.02 0.522
H 3.042 -4.156 1.058 0.02 0.16 -0.09 0.690
H 0.602 -7.696 -3.602 0.01 0.01 -0.02 0.539
H 0.663 -6.824 -5.932 0.00 0.01 0.02 0.408
H 1.352 -4.492 -6.358 0.01 -0.01 0.02 0.395
H 2.087 -2.403 -5.600 0.09 0.03 -0.03 0.417
H 3.096 -2.407 -4.145 0.01 0.04 0.05 0.324
H 2.007 -1.182 -2.015 -0.05 0.02 -0.10 0.802
H -1.561 -0.170 -3.926 0.04 -0.01 0.00 0.508
H 1.976 -3.915 -2.164 -0.02 -0.02 -0.04 0.716
I -1.879 4.560 -2.107 -0.01 -0.06 -0.10 0.227
C -1.762 3.798 -4.057 -0.01 0.08 0.17 -0.028
C -2.762 4.050 -4.947 0.05 -0.05 -0.08 -0.450
C -2.647 3.582 -6.277 0.00 0.01 0.04 -0.713
C -1.531 2.911 -6.681 -0.01 0.00 -0.04 -1.014
C -0.471 2.651 -5.778 0.07 -0.03 0.03 1.031
C 0.723 2.006 -6.192 0.02 -0.02 0.01 -0.948
C 1.754 1.791 -5.322 -0.07 -0.03 -0.09 -0.549
C 1.628 2.169 -3.964 0.05 -0.02 0.30 -0.860
C 0.468 2.743 -3.575 0.05 0.15 -0.39 -0.861
C -0.598 3.074 -4.424 -0.10 0.00 0.07 1.409
H -3.632 4.618 -4.648 -0.01 -0.01 0.00 0.454
H -3.449 3.779 -6.976 0.01 0.01 0.00 0.407
H -1.431 2.575 -7.705 -0.01 0.00 0.01 0.411
H 0.810 1.698 -7.226 -0.01 0.01 0.01 0.381
H 2.669 1.321 -5.657 0.00 0.01 -0.01 0.476
H 2.435 1.979 -3.265 -0.02 -0.01 -0.03 0.553
Se -1.161 4.192 1.641 -0.31 0.06 0.06 -0.433
C -1.827 5.870 2.246 0.17 -0.05 -0.09 0.451
C -2.176 6.052 3.584 -0.07 0.01 0.05 -0.170
C -2.680 7.269 4.015 0.01 -0.03 0.01 -0.667
C -2.846 8.314 3.115 0.00 -0.01 0.01 -0.429
C -2.495 8.142 1.783 0.04 -0.02 -0.04 -0.693
C -1.974 6.932 1.351 0.03 0.03 0.02 -0.335
H -2.059 5.236 4.286 0.00 -0.01 -0.01 0.410
H -2.949 7.403 5.055 0.00 -0.01 -0.01 0.380
H -3.244 9.262 3.453 0.00 -0.01 0.00 0.372
H -2.615 8.957 1.080 0.00 -0.02 0.01 0.388
H -1.673 6.809 0.318 0.00 0.00 -0.01 0.324
C -3.528 1.609 -0.301 -0.06 -0.09 0.09 -0.140
C -4.795 0.917 0.276 0.08 -0.01 0.00 -0.884
N -4.449 -0.392 0.829 0.02 0.03 0.03 -0.167
C -3.450 -0.218 1.881 0.01 0.03 -0.07 -0.830
C -2.168 0.439 1.300 -0.01 -0.06 -0.03 0.213
N -2.360 0.723 -0.135 0.04 -0.01 -0.07 -0.030
C -2.627 -0.547 -0.835 -0.10 -0.02 0.06 -0.048
C -3.885 -1.227 -0.229 0.04 0.06 0.00 -0.936
H -3.316 2.549 0.211 0.01 0.02 -0.01 0.095
H -3.640 1.828 -1.365 0.02 0.01 0.01 0.349
H -5.552 0.775 -0.496 0.00 0.00 0.00 0.330
H -5.239 1.519 1.070 -0.02 0.01 0.00 0.341
H -3.230 -1.196 2.313 0.00 -0.01 0.01 0.332
H -3.884 0.403 2.666 0.00 0.00 0.01 0.380
H -1.300 -0.221 1.398 -0.02 0.03 -0.01 0.250
H -1.933 1.378 1.802 0.01 0.03 0.01 -0.077
H -1.742 -1.178 -0.750 0.00 0.01 -0.01 0.361
H -2.770 -0.321 -1.893 0.00 0.00 0.00 -0.035
H -3.638 -2.200 0.197 0.00 -0.01 0.00 0.309
H -4.652 -1.384 -0.989 0.00 -0.01 0.00 0.371
S 1.478 2.971 2.298 0.08 -0.10 0.00 -0.321
C 1.125 2.446 3.882 0.04 0.01 -0.09 0.349
N 2.123 2.072 4.693 -0.02 0.01 0.11 -0.133
C 1.954 1.753 6.109 -0.01 0.01 -0.03 -0.638
C 0.707 2.441 6.633 0.01 0.04 -0.03 -0.653
C -0.466 2.090 5.735 0.01 -0.01 -0.06 -0.607
N -0.122 2.393 4.349 -0.02 0.01 0.06 0.230
H 3.047 2.164 4.308 0.05 0.02 -0.03 0.233
H 2.838 2.094 6.646 0.03 0.00 -0.02 0.417
H 1.877 0.671 6.246 0.00 -0.03 0.00 0.259
H 0.858 3.522 6.624 0.00 -0.01 0.04 0.311
H 0.507 2.130 7.657 0.00 0.00 0.01 0.361
H -1.348 2.669 6.002 -0.02 0.01 -0.02 0.380
H -0.721 1.032 5.836 -0.01 -0.03 0.00 0.272
H -0.824 2.751 3.711 -0.06 0.06 0.01 -0.162